{
  "formula": "C21H40ClO15P3",
  "method": "the ωB97M-V functional and the def2-TZVPD basis",
  "multiplicity": 1,
  "smiles": "CC[C@H](Cl)[PH2](CC)PP(=O)(O)O.C[C@@H]1COC(=O)O1.C[C@@H]1COC(=O)O1.C[C@@H]1COC(=O)O1.C[C@@H]1COC(=O)O1",
  "relative_energy_kj_mol": 0.0,
  "homo_energy_ha": -0.313,
  "elements": ["C", "C", "C", "Cl", "P", "C", "C", "P", "P", "O", "O", "O", "H", "H", "H", "H", "H", "H", "H", "H", "H", "H", "H", "H", "H", "H", "H", "H", "C", "C", "C", "O", "C", "O", "O", "H", "H", "H", "H", "H", "H", "C", "C", "C", "O", "C", "O", "O", "H", "H", "H", "H", "H", "H", "C", "C", "C", "O", "C", "O", "O", "H", "H", "H", "H", "H", "H", "C", "C", "C", "O", "C", "O", "O", "H", "H", "H", "H", "H", "H"],
  "xyz": [[-3.802, -1.806, 4.007], [-4.188, -0.465, 4.639], [-3.098, 0.610, 4.636], [-2.667, 1.067, 2.957], [-1.478, 0.139, 5.537], [-2.208, 0.223, 7.209], [-2.170, -1.106, 7.984], [0.682, -0.280, 6.549], [1.554, -1.910, 5.426], [1.465, -3.208, 6.117], [3.038, -1.450, 5.010], [0.938, -1.935, 3.926], [-3.142, -1.658, 3.150], [-4.691, -2.325, 3.652], [-3.304, -2.476, 4.710], [-5.060, -0.057, 4.126], [-4.497, -0.624, 5.679], [-3.485, 1.529, 5.085], [-0.823, 1.242, 4.969], [-1.441, -1.093, 4.874], [-3.241, 0.551, 7.081], [-1.687, 1.018, 7.746], [-2.022, -1.966, 7.327], [-1.368, -1.135, 8.719], [-3.111, -1.242, 8.515], [0.494, -1.142, 7.644], [3.376, -0.809, 5.646], [0.132, -2.466, 3.919], [3.392, -1.004, 1.868], [2.831, -1.053, 0.478], [2.932, -2.387, -0.236], [3.004, -1.993, -1.614], [3.523, -0.742, -1.661], [3.873, -0.197, -2.660], [3.582, -0.208, -0.425], [4.399, -1.424, 1.894], [3.444, 0.021, 2.231], [2.765, -1.577, 2.547], [1.796, -0.697, 0.457], [2.075, -3.040, -0.096], [3.853, -2.912, 0.026], [0.685, 3.117, -1.811], [-0.415, 2.614, -0.919], [-1.521, 1.824, -1.591], [-2.653, 2.118, -0.757], [-2.437, 3.316, -0.172], [-3.250, 3.936, 0.433], [-1.161, 3.717, -0.375], [0.269, 3.627, -2.681], [1.324, 3.814, -1.271], [1.299, 2.287, -2.154], [-0.012, 2.051, -0.070], [-1.363, 0.750, -1.626], [-1.733, 2.202, -2.593], [-2.820, 4.821, -5.287], [-3.627, 3.570, -5.502], [-5.095, 3.637, -5.120], [-5.377, 2.284, -4.746], [-4.224, 1.711, -4.335], [-4.132, 0.657, -3.798], [-3.175, 2.518, -4.627], [-2.976, 5.215, -4.282], [-1.759, 4.615, -5.419], [-3.113, 5.580, -6.013], [-3.521, 3.203, -6.527], [-5.760, 3.931, -5.927], [-5.251, 4.279, -4.250], [3.977, -2.788, -4.799], [4.987, -3.523, -5.634], [6.168, -2.709, -6.129], [6.504, -3.367, -7.355], [5.387, -3.978, -7.823], [5.285, -4.465, -8.901], [4.412, -3.949, -6.888], [3.679, -1.856, -5.277], [3.089, -3.403, -4.654], [4.394, -2.551, -3.822], [5.343, -4.425, -5.126], [7.031, -2.717, -5.469], [5.875, -1.680, -6.351]]
}


{
  "formula": "C26H22BClF6GaN2O3Sb",
  "method": "the ωB97M-V functional and the def2-TZVPD basis",
  "s_squared": 0.7858,
  "total_charge": 1,
  "multiplicity": 2,
  "relative_energy_kj_mol": 7.3,
  "homo_energy_ha": [-0.397, -0.397],
  "elements": ["Ga", "Cl", "C", "C", "C", "C", "O", "C", "C", "N", "C", "C", "C", "C", "C", "C", "C", "C", "N", "C", "C", "H", "H", "H", "H", "H", "H", "H", "H", "H", "H", "F", "Sb", "F", "F", "F", "F", "F", "C", "C", "C", "C", "C", "C", "C", "C", "O", "B", "O", "C", "C", "H", "H", "H", "H", "H", "H", "H", "H", "H", "H", "H", "H"],
  "xyz": [[-2.240, -0.682, 0.041], [-0.559, -1.447, 6.890], [-1.174, -1.589, 5.318], [-1.259, -2.864, 4.715], [-1.754, -2.977, 3.456], [-2.163, -1.810, 2.716], [-2.595, -1.957, 1.548], [-2.081, -0.507, 3.363], [-2.582, 0.700, 2.722], [-2.852, 0.776, 1.475], [-3.398, 1.928, 0.863], [-3.675, 3.125, 1.470], [-4.255, 4.176, 0.735], [-4.557, 4.021, -0.589], [-4.277, 2.801, -1.246], [-4.562, 2.561, -2.612], [-4.257, 1.353, -3.168], [-3.649, 0.366, -2.375], [-3.378, 0.563, -1.098], [-3.685, 1.760, -0.517], [-1.605, -0.430, 4.646], [-0.925, -3.731, 5.267], [-1.833, -3.927, 2.945], [-2.737, 1.555, 3.379], [-3.461, 3.286, 2.518], [-4.465, 5.111, 1.234], [-5.012, 4.828, -1.149], [-5.023, 3.344, -3.201], [-4.462, 1.136, -4.205], [-3.382, -0.595, -2.794], [-1.553, 0.521, 5.161], [-3.139, -2.106, -0.937], [-2.216, -3.433, -2.193], [-1.319, -4.557, -3.364], [-3.410, -4.702, -1.533], [-3.498, -2.812, -3.417], [-1.069, -3.706, -0.728], [-1.185, -1.899, -2.615], [5.303, 1.342, -2.665], [5.536, 0.462, -1.437], [6.342, -0.769, -1.874], [6.347, 1.268, -0.413], [4.222, 0.008, -0.798], [4.262, -0.819, 0.333], [3.120, -1.291, 0.968], [1.916, -0.897, 0.430], [0.623, -1.212, 0.835], [-0.189, -0.584, -0.091], [0.532, 0.145, -1.006], [1.859, -0.082, -0.677], [2.985, 0.387, -1.316], [6.266, 1.640, -3.083], [4.758, 2.255, -2.414], [4.755, 0.812, -3.446], [7.278, -0.454, -2.341], [5.783, -1.364, -2.598], [6.592, -1.412, -1.030], [7.289, 1.595, -0.856], [6.582, 0.676, 0.473], [5.796, 2.154, -0.091], [5.223, -1.115, 0.732], [3.174, -1.941, 1.830], [2.891, 1.016, -2.188]]
}


{
  "formula": "C24H35AsCoFN2",
  "method": "the ωB97M-V functional and the def2-TZVPD basis",
  "s_squared": 3.7708,
  "total_charge": 1,
  "multiplicity": 4,
  "homo_energy_ha": [-0.379, -0.377],
  "elements": ["Co", "C", "C", "C", "C", "C", "C", "C", "C", "C", "C", "C", "C", "N", "C", "C", "C", "C", "C", "C", "F", "H", "H", "H", "H", "H", "H", "H", "H", "H", "H", "H", "H", "H", "H", "H", "H", "H", "H", "H", "H", "H", "C", "C", "C", "N", "H", "H", "H", "H", "H", "C", "As", "C", "C", "H", "H", "H", "H", "H", "H", "H", "H", "H"],
  "xyz": [[0.100, -0.557, 0.142], [3.890, -0.607, -3.205], [3.964, -0.012, -1.794], [5.301, 0.723, -1.610], [3.802, -1.059, -0.703], [4.701, -2.117, -0.621], [4.634, -3.041, 0.404], [3.658, -2.927, 1.379], [2.729, -1.895, 1.342], [1.713, -1.755, 2.465], [2.365, -1.111, 3.692], [1.050, -3.082, 2.840], [2.808, -0.954, 0.286], [1.846, 0.094, 0.201], [2.197, 1.373, 0.568], [3.434, 1.738, 1.124], [3.692, 3.055, 1.460], [2.735, 4.042, 1.269], [1.495, 3.711, 0.736], [1.261, 2.404, 0.401], [0.053, 2.028, -0.123], [4.269, 0.113, -3.931], [2.862, -0.838, -3.484], [4.482, -1.518, -3.293], [3.160, 0.719, -1.698], [6.139, 0.035, -1.734], [5.370, 1.170, -0.620], [5.399, 1.520, -2.349], [5.479, -2.213, -1.369], [5.352, -3.850, 0.452], [3.629, -3.642, 2.192], [0.907, -1.080, 2.138], [3.188, -1.737, 4.040], [1.645, -1.009, 4.505], [2.759, -0.123, 3.456], [1.767, -3.777, 3.276], [0.600, -3.550, 1.962], [0.265, -2.906, 3.577], [4.173, 0.968, 1.299], [4.653, 3.319, 1.882], [2.943, 5.066, 1.547], [0.726, 4.458, 0.591], [-5.117, -0.535, 0.009], [-4.153, 0.659, 0.101], [-2.795, 0.230, 0.344], [-1.736, -0.150, 0.565], [-6.136, -0.166, -0.078], [-5.049, -1.156, 0.900], [-4.899, -1.147, -0.864], [-4.444, 1.323, 0.918], [-4.173, 1.244, -0.820], [-0.525, -4.543, 0.198], [-0.152, -2.856, -0.712], [1.340, -3.394, -1.833], [-1.625, -2.897, -1.990], [-0.751, -5.294, -0.557], [-1.379, -4.439, 0.865], [0.340, -4.866, 0.774], [1.091, -4.282, -2.414], [2.212, -3.596, -1.211], [1.582, -2.579, -2.510], [-1.571, -3.795, -2.602], [-1.603, -2.021, -2.639], [-2.571, -2.903, -1.447]]
}


{
  "formula": "C30H60F2N3O8SSi",
  "method": "the ωB97M-V functional and the def2-TZVPD basis",
  "total_charge": 1,
  "multiplicity": 1,
  "homo_energy_ha": -0.415,
  "elements": ["C", "C", "C", "C", "C", "C", "C", "C", "C", "C", "C", "C", "C", "C", "C", "C", "C", "N", "C", "Si", "C", "C", "C", "C", "N", "N", "C", "S", "C", "O", "O", "H", "H", "H", "H", "H", "H", "H", "H", "H", "H", "H", "H", "H", "H", "H", "H", "H", "H", "H", "H", "H", "H", "H", "H", "H", "H", "H", "H", "H", "H", "H", "H", "H", "H", "H", "H", "H", "H", "H", "H", "H", "H", "H", "H", "H", "H", "H", "H", "H", "H", "H", "H", "H", "H", "C", "C", "O", "C", "O", "O", "F", "H", "H", "H", "C", "C", "O", "C", "O", "O", "F", "H", "H", "H"],
  "xyz": [[-2.286, 7.727, 3.355], [-2.866, 8.156, 1.992], [-3.949, 7.202, 1.439], [-3.484, 6.316, 0.260], [-3.575, 4.805, 0.540], [-3.766, 3.933, -0.720], [-2.545, 3.065, -1.084], [-2.886, 1.639, -1.573], [-2.474, 1.315, -3.013], [-1.057, 1.741, -3.407], [0.008, 1.363, -2.378], [0.350, -0.133, -2.380], [1.829, -0.363, -2.044], [2.161, -1.838, -1.746], [2.533, -2.112, -0.270], [1.731, -3.248, 0.379], [2.478, -4.602, 0.508], [1.679, -5.672, -0.068], [2.338, -6.989, -0.126], [1.077, -8.434, 0.035], [1.730, -9.923, -0.902], [-0.588, -7.896, -0.651], [0.796, -8.927, 1.840], [3.525, -7.058, 0.838], [3.937, -8.438, 1.097], [3.136, -6.409, 2.131], [2.673, -4.965, 1.999], [3.725, -3.779, 2.907], [4.813, -4.710, 3.962], [4.541, -3.064, 1.975], [2.812, -3.042, 3.729], [-2.986, 7.110, 3.913], [-1.356, 7.179, 3.219], [-2.073, 8.600, 3.971], [-3.283, 9.157, 2.078], [-2.038, 8.218, 1.287], [-4.779, 7.818, 1.110], [-4.331, 6.571, 2.240], [-2.451, 6.558, 0.009], [-4.111, 6.540, -0.605], [-2.696, 4.483, 1.098], [-4.433, 4.663, 1.198], [-3.987, 4.598, -1.555], [-4.644, 3.306, -0.576], [-1.938, 3.603, -1.809], [-1.926, 2.978, -0.190], [-2.439, 0.913, -0.895], [-3.968, 1.525, -1.510], [-3.193, 1.728, -3.722], [-2.531, 0.229, -3.141], [-1.005, 2.808, -3.627], [-0.800, 1.235, -4.341], [-0.264, 1.676, -1.375], [0.922, 1.910, -2.621], [-0.236, -0.656, -1.620], [0.168, -0.566, -3.363], [2.421, -0.025, -2.897], [2.128, 0.272, -1.208], [3.024, -2.103, -2.360], [1.347, -2.481, -2.076], [3.603, -2.284, -0.194], [2.344, -1.206, 0.306], [1.361, -2.960, 1.364], [0.861, -3.454, -0.243], [3.432, -4.511, -0.008], [0.780, -5.705, 0.397], [2.788, -7.086, -1.120], [2.381, -10.483, -0.234], [2.285, -9.618, -1.786], [0.887, -10.552, -1.183], [-0.740, -6.826, -0.524], [-0.618, -8.142, -1.711], [-1.382, -8.440, -0.144], [0.447, -9.959, 1.879], [1.674, -8.885, 2.486], [0.007, -8.328, 2.302], [4.378, -6.515, 0.432], [4.769, -8.650, 0.564], [4.172, -8.615, 2.067], [2.364, -6.966, 2.512], [3.913, -6.521, 2.783], [1.685, -4.895, 2.447], [5.203, -3.973, 4.656], [4.295, -5.520, 4.471], [5.629, -5.107, 3.356], [4.392, 2.900, 1.382], [4.602, 4.127, 0.519], [3.539, 4.026, -0.411], [2.527, 3.331, 0.180], [1.420, 3.270, -0.228], [2.975, 2.721, 1.306], [5.782, 4.093, -0.143], [4.894, 2.033, 0.951], [4.706, 3.033, 2.413], [4.522, 5.076, 1.050], [-6.541, 8.376, -3.014], [-5.618, 9.364, -2.333], [-6.145, 9.414, -1.020], [-6.766, 8.226, -0.771], [-7.089, 7.847, 0.300], [-6.930, 7.534, -1.925], [-5.680, 10.596, -2.889], [-7.419, 8.880, -3.420], [-6.059, 7.794, -3.793], [-4.573, 9.051, -2.286]]
}


{
  "formula": "C5H15N4",
  "method": "the ωB97M-V functional and the def2-TZVPD basis",
  "total_charge": 1,
  "multiplicity": 1,
  "relative_energy_kj_mol": 151.5,
  "homo_energy_ha": -0.462,
  "elements": ["C", "C", "C", "C", "C", "N", "N", "N", "N", "H", "H", "H", "H", "H", "H", "H", "H", "H", "H", "H", "H", "H", "H", "H"],
  "xyz": [[-1.629, 0.902, 1.191], [-0.887, 1.821, 0.620], [-2.395, -1.394, 0.797], [-2.578, 0.097, 0.349], [2.427, 0.002, 0.532], [-0.011, 2.385, -0.045], [2.478, 0.777, 1.552], [1.810, 0.467, -0.505], [1.043, -1.595, -2.930], [-1.722, 0.857, 2.260], [-2.134, -1.257, 1.851], [-3.411, -1.850, 0.625], [-1.770, -2.082, 0.182], [-3.528, 0.565, 0.188], [-2.221, 0.364, -0.669], [0.912, -2.320, -3.658], [0.104, 3.370, -0.193], [2.011, 1.663, 1.714], [3.009, 0.474, 2.394], [1.859, -0.096, -1.344], [1.141, 1.296, -0.356], [2.694, -0.993, 0.541], [2.006, -1.374, -3.004], [0.793, -2.077, -2.091]]
}


{
  "formula": "H6O3",
  "method": "the ωB97M-V functional and the def2-TZVPD basis",
  "multiplicity": 1,
  "relative_energy_kj_mol": 264.1,
  "homo_energy_ha": -0.348,
  "elements": ["O", "H", "H", "O", "H", "H", "O", "H", "H"],
  "xyz": [[-1.986, 0.693, 0.213], [-1.730, 0.218, -0.578], [-2.345, 0.020, 0.791], [1.915, -0.688, -0.782], [1.296, -0.456, -0.090], [1.543, -1.473, -1.184], [0.635, 0.242, 0.445], [-0.150, 0.593, 0.027], [0.822, 0.853, 1.158]]
}


{
  "formula": "C9H16CrOP",
  "method": "the ωB97M-V functional and the def2-TZVPD basis",
  "s_squared": 3.7981,
  "multiplicity": 4,
  "homo_energy_ha": [-0.196, -0.196],
  "elements": ["C", "C", "C", "C", "C", "Cr", "P", "H", "H", "H", "H", "H", "H", "H", "H", "C", "C", "C", "O", "C", "H", "H", "H", "H", "H", "H", "H", "H"],
  "xyz": [[-2.129, -0.753, -1.202], [-1.416, -1.622, -2.070], [-1.009, -2.802, -1.349], [-1.533, -2.685, -0.028], [-2.152, -1.402, 0.101], [0.358, 1.326, 1.573], [0.468, 3.780, 1.075], [-2.547, 0.208, -1.489], [-1.332, -1.516, -3.143], [-0.400, -3.624, -1.730], [-2.546, -0.921, 1.003], [-1.372, -3.361, 0.812], [0.229, 4.773, 2.044], [0.172, 4.445, -0.158], [1.912, 3.812, 1.084], [3.260, -2.086, 1.637], [3.936, -0.722, 1.369], [2.792, 0.265, 1.108], [1.556, -0.493, 1.035], [1.873, -1.928, 1.033], [3.828, -2.914, 1.212], [3.170, -2.245, 2.718], [4.549, -0.781, 0.465], [4.563, -0.399, 2.202], [2.726, 1.023, 1.922], [2.936, 0.787, 0.154], [1.862, -2.297, -0.004], [1.104, -2.470, 1.597]]
}


{
  "formula": "C24H20CeClNP",
  "method": "the ωB97M-V functional and the def2-TZVPD basis",
  "s_squared": 0.7509,
  "multiplicity": 2,
  "relative_energy_kj_mol": 0.0,
  "homo_energy_ha": [-0.330, -0.330],
  "elements": ["C", "C", "C", "H", "C", "C", "H", "H", "H", "H", "Ce", "Cl", "P", "C", "C", "H", "C", "H", "C", "H", "C", "H", "C", "H", "C", "C", "H", "C", "H", "C", "H", "C", "H", "C", "H", "C", "C", "H", "C", "H", "C", "H", "C", "H", "C", "H", "N", "C"],
  "xyz": [[-1.258, -1.800, 3.800], [-1.069, -2.044, 2.416], [0.346, -2.118, 2.168], [-1.845, -2.215, 1.676], [1.032, -1.912, 3.427], [0.027, -1.725, 4.448], [0.250, -1.535, 5.498], [-2.227, -1.655, 4.287], [0.824, -2.333, 1.215], [2.113, -1.827, 3.578], [0.017, 0.262, 2.930], [2.233, 1.537, 2.597], [0.007, 0.347, -0.226], [1.235, -0.736, -1.024], [0.967, -1.505, -2.171], [-0.041, -1.507, -2.605], [1.981, -2.263, -2.757], [1.763, -2.848, -3.652], [3.273, -2.273, -2.211], [4.064, -2.849, -2.686], [3.530, -1.530, -1.051], [4.533, -1.545, -0.609], [2.528, -0.775, -0.457], [2.734, -0.197, 0.452], [-1.615, -0.121, -0.894], [-2.041, -1.461, -0.811], [-1.352, -2.235, -0.454], [-3.338, -1.815, -1.178], [-3.667, -2.851, -1.069], [-4.220, -0.851, -1.691], [-5.220, -1.136, -2.015], [-3.795, 0.478, -1.786], [-4.473, 1.240, -2.185], [-2.517, 0.852, -1.375], [-2.198, 1.897, -1.438], [0.352, 2.005, -0.887], [0.906, 2.197, -2.167], [1.181, 1.331, -2.776], [1.101, 3.490, -2.652], [1.511, 3.632, -3.658], [0.782, 4.605, -1.870], [0.933, 5.616, -2.257], [0.267, 4.411, -0.577], [0.029, 5.275, 0.046], [0.054, 3.125, -0.087], [-0.335, 2.990, 0.927], [0.448, 1.297, 6.464], [0.190, 1.074, 5.347]]
}


{
  "formula": "C4H13NO2",
  "method": "the ωB97M-V functional and the def2-TZVPD basis",
  "multiplicity": 1,
  "smiles": "C/C=C(/C)N.O.O",
  "relative_energy_kj_mol": 178.3,
  "homo_energy_ha": -0.302,
  "elements": ["C", "N", "C", "C", "C", "H", "H", "H", "H", "H", "H", "H", "H", "H", "H", "H", "O", "H", "H", "O"],
  "xyz": [[1.144, 1.481, -0.451], [-0.298, 0.949, 2.524], [-0.731, 0.574, 1.218], [-0.032, 0.652, 0.075], [-2.105, -0.225, 1.299], [0.764, 2.390, -0.942], [1.799, 1.990, 0.364], [1.855, 0.964, -1.093], [0.440, 1.817, 2.458], [-0.893, 1.385, 3.197], [-0.635, 0.236, -0.707], [-2.707, -0.174, 0.348], [-2.782, 0.194, 2.155], [-1.792, -1.167, 1.669], [0.526, -1.674, -2.252], [0.237, -1.580, -3.795], [-0.071, -1.267, -2.940], [1.696, -1.542, -0.619], [1.788, -2.962, -1.061], [1.798, -2.040, -1.445]]
}